{
  "formula": "C5H20N10O5Tl",
  "method": "ωB97M-V/def2-TZVPD",
  "homo_energy_ev": [-15.131, -14.717],
  "charge": 2,
  "gap_ev": [10.334, 3.492],
  "e_lumo_ev": [-4.8, -11.2],
  "multiplicity": 2,
  "symbols": ["H", "H", "O", "O", "N", "H", "N", "O", "O", "H", "H", "N", "H", "H", "H", "H", "N", "C", "H", "C", "C", "H", "O", "H", "H", "N", "N", "H", "H", "N", "N", "H", "C", "H", "Tl", "H", "N", "C", "H", "H", "N"],
  "xyz": [[-28.82, -4.53, -33.53], [-29.77, -0.63, -28.94], [-35.75, -4.80, -30.83], [-33.86, -2.91, -34.96], [-34.70, -8.71, -30.67], [-27.99, -3.28, -34.43], [-30.64, -2.76, -28.52], [-33.50, -6.98, -31.38], [-31.02, -3.43, -33.79], [-35.10, -0.88, -36.88], [-30.65, -0.41, -30.46], [-37.69, -5.64, -30.09], [-36.22, -2.53, -37.05], [-36.48, -2.91, -29.76], [-31.06, -3.68, -28.45], [-34.70, -9.70, -30.46], [-32.57, -8.98, -31.16], [-29.95, -3.00, -34.14], [-38.60, -5.32, -29.77], [-34.61, -2.43, -35.78], [-30.94, -2.12, -29.59], [-37.51, -6.57, -30.44], [-31.62, -2.62, -30.50], [-32.93, -9.90, -30.91], [-31.64, -8.60, -31.17], [-34.45, -1.20, -36.17], [-37.24, -3.56, -29.81], [-30.06, -2.36, -27.80], [-35.54, -8.18, -30.51], [-28.83, -3.62, -33.98], [-30.39, -0.96, -29.65], [-35.77, -4.03, -36.29], [-33.59, -8.17, -31.10], [-38.22, -3.39, -29.60], [-33.36, -4.21, -32.30], [-33.78, -0.59, -35.72], [-35.60, -3.04, -36.44], [-36.88, -4.72, -30.35], [-30.39, -1.03, -34.63], [-28.91, -1.70, -35.23], [-29.76, -1.82, -34.71]],
  "mulliken_charge": [0.209, 0.181, -0.570, -0.462, -0.293, 0.156, -0.394, -0.590, -0.586, 0.169, 0.225, -0.299, 0.178, 0.206, 0.216, 0.159, -0.369, 0.703, 0.177, 0.725, 0.681, 0.215, -0.599, 0.162, 0.236, -0.360, -0.435, 0.170, 0.151, -0.401, -0.377, 0.223, 0.578, 0.188, 1.337, 0.219, -0.375, 0.634, 0.201, 0.172, -0.362]
}

{
  "formula": "C5H20N2O3",
  "method": "ωB97M-V/def2-TZVPD",
  "homo_energy_ev": -17.799,
  "charge": 2,
  "gap_ev": 11.438,
  "e_lumo_ev": -6.4,
  "e_above_lowest_ev": 1.366,
  "symbols": ["H", "H", "O", "C", "H", "H", "H", "H", "H", "N", "N", "C", "H", "O", "H", "H", "H", "H", "C", "H", "H", "H", "H", "C", "O", "H", "H", "H", "C", "H"],
  "xyz": [[1.51, -0.25, -1.19], [1.48, 2.76, -0.69], [0.07, -4.27, 0.43], [0.80, 1.74, 1.30], [0.10, -1.74, -2.31], [-1.23, -0.66, -2.12], [-2.78, -1.84, -1.60], [-1.43, -3.02, 0.33], [1.99, 0.14, 2.07], [2.06, 0.92, 1.41], [-0.23, -0.76, -2.40], [0.56, 0.10, -1.54], [1.63, 2.59, 3.13], [-3.00, -1.25, -2.34], [0.21, -5.08, -0.07], [-0.34, -0.49, -3.39], [-2.31, -1.75, 0.75], [-0.98, 1.59, -1.35], [0.62, 2.31, -0.16], [0.70, 3.77, 2.20], [-0.04, 2.45, 3.18], [2.25, 0.58, 0.45], [0.20, -4.41, 1.37], [0.73, 2.71, 2.46], [-1.77, -2.15, 0.07], [-3.72, -0.69, -2.04], [-0.10, 3.13, 0.00], [2.95, 1.41, 1.61], [0.04, 1.21, -1.02], [0.02, 0.95, 1.44]],
  "mulliken_charge": [0.313, 0.358, -0.664, 0.439, 0.395, 0.239, 0.378, 0.351, 0.373, -0.242, -0.148, -0.323, 0.340, -0.695, 0.325, 0.412, 0.316, 0.307, -1.245, 0.380, 0.338, 0.151, 0.324, -1.267, -0.648, 0.340, 0.450, 0.423, 0.043, 0.236]
}

Number 1 is which compound?
C5H20N10O5Tl

Please write out number 1 again, unchanged.
{
  "formula": "C5H20N10O5Tl",
  "method": "ωB97M-V/def2-TZVPD",
  "homo_energy_ev": [-15.131, -14.717],
  "charge": 2,
  "gap_ev": [10.334, 3.492],
  "e_lumo_ev": [-4.8, -11.2],
  "multiplicity": 2,
  "symbols": ["H", "H", "O", "O", "N", "H", "N", "O", "O", "H", "H", "N", "H", "H", "H", "H", "N", "C", "H", "C", "C", "H", "O", "H", "H", "N", "N", "H", "H", "N", "N", "H", "C", "H", "Tl", "H", "N", "C", "H", "H", "N"],
  "xyz": [[-28.82, -4.53, -33.53], [-29.77, -0.63, -28.94], [-35.75, -4.80, -30.83], [-33.86, -2.91, -34.96], [-34.70, -8.71, -30.67], [-27.99, -3.28, -34.43], [-30.64, -2.76, -28.52], [-33.50, -6.98, -31.38], [-31.02, -3.43, -33.79], [-35.10, -0.88, -36.88], [-30.65, -0.41, -30.46], [-37.69, -5.64, -30.09], [-36.22, -2.53, -37.05], [-36.48, -2.91, -29.76], [-31.06, -3.68, -28.45], [-34.70, -9.70, -30.46], [-32.57, -8.98, -31.16], [-29.95, -3.00, -34.14], [-38.60, -5.32, -29.77], [-34.61, -2.43, -35.78], [-30.94, -2.12, -29.59], [-37.51, -6.57, -30.44], [-31.62, -2.62, -30.50], [-32.93, -9.90, -30.91], [-31.64, -8.60, -31.17], [-34.45, -1.20, -36.17], [-37.24, -3.56, -29.81], [-30.06, -2.36, -27.80], [-35.54, -8.18, -30.51], [-28.83, -3.62, -33.98], [-30.39, -0.96, -29.65], [-35.77, -4.03, -36.29], [-33.59, -8.17, -31.10], [-38.22, -3.39, -29.60], [-33.36, -4.21, -32.30], [-33.78, -0.59, -35.72], [-35.60, -3.04, -36.44], [-36.88, -4.72, -30.35], [-30.39, -1.03, -34.63], [-28.91, -1.70, -35.23], [-29.76, -1.82, -34.71]],
  "mulliken_charge": [0.209, 0.181, -0.570, -0.462, -0.293, 0.156, -0.394, -0.590, -0.586, 0.169, 0.225, -0.299, 0.178, 0.206, 0.216, 0.159, -0.369, 0.703, 0.177, 0.725, 0.681, 0.215, -0.599, 0.162, 0.236, -0.360, -0.435, 0.170, 0.151, -0.401, -0.377, 0.223, 0.578, 0.188, 1.337, 0.219, -0.375, 0.634, 0.201, 0.172, -0.362]
}